No. 1
DFT (ωB97M-V/def2-TZVPD) results for 2 unconnected molecules or ions with the total composition C45H50N3O2Si.

As for the relative energy (zero: lowest compared OMol25 entry of this formula, charge and spin): 28.0 kcal/mol. For the total energy, the calculation gives -63912.719 eV. The molar mass is 693.00 g mol⁻¹. Its HOMO energy is -10.88 eV. Its charge is +1.

Atoms and positions in Å:
C1 7.28 2.51 -3.09
O1 6.85 1.14 -3.05
C2 5.58 0.85 -2.67
C3 5.14 -0.48 -2.89
C4 3.84 -0.82 -2.65
C5 2.95 0.05 -1.98
C6 1.56 -0.32 -1.68
C7 0.62 0.74 -1.52
C8 -0.76 0.68 -1.35
N1 -1.60 1.73 -1.62
C9 -3.05 1.50 -1.72
C10 -3.46 0.63 -2.92
C11 -4.94 0.37 -2.91
C12 -5.74 0.74 -4.00
C13 -7.13 0.62 -3.92
C14 -7.72 0.08 -2.77
C15 -6.91 -0.34 -1.70
C16 -5.52 -0.22 -1.78
C17 -3.59 2.92 -1.87
O2 -4.77 3.27 -1.85
N2 -2.52 3.76 -2.01
C18 -2.71 5.15 -2.32
C19 -1.22 3.10 -2.04
C20 -0.28 3.86 -1.09
C21 -0.64 3.11 -3.46
C22 3.45 1.32 -1.60
C23 4.70 1.77 -2.03
H1 8.34 2.46 -3.37
H2 6.73 3.08 -3.85
H3 7.17 2.98 -2.10
H4 5.87 -1.19 -3.29
H5 3.51 -1.83 -2.92
H6 1.19 -1.20 -2.23
H7 0.99 1.74 -1.65
H8 -1.26 -0.23 -1.01
H9 -3.42 1.08 -0.77
H10 -3.16 1.15 -3.84
H11 -2.89 -0.31 -2.86
H12 -5.26 1.16 -4.89
H13 -7.74 0.94 -4.76
H14 -8.80 -0.01 -2.70
H15 -7.36 -0.76 -0.80
H16 -4.88 -0.55 -0.96
H17 -3.76 5.41 -2.18
H18 -2.10 5.77 -1.67
H19 -2.45 5.37 -3.36
H20 -0.75 3.99 -0.11
H21 0.68 3.36 -0.94
H22 -0.07 4.85 -1.51
H23 -1.43 2.84 -4.19
H24 -0.28 4.12 -3.70
H25 0.19 2.40 -3.55
H26 2.87 1.97 -0.95
H27 5.01 2.80 -1.86
C24 3.11 1.89 3.16
C25 2.86 1.13 4.30
C26 2.03 0.01 4.24
C27 1.49 -0.39 3.00
Si1 0.49 -1.94 2.78
C28 0.62 -2.95 4.36
C29 -0.54 -3.32 5.06
C30 -0.46 -4.05 6.25
C31 0.79 -4.41 6.77
C32 1.95 -4.04 6.08
C33 1.87 -3.30 4.90
C34 -1.30 -1.61 2.39
C35 -1.85 -0.36 2.70
C36 -3.20 -0.11 2.45
C37 -4.00 -1.11 1.89
C38 -3.45 -2.36 1.57
C39 -2.10 -2.61 1.83
C40 1.17 -2.75 1.20
C41 2.41 -3.53 1.62
C42 3.10 -3.84 0.30
C43 2.66 -2.70 -0.63
N3 1.55 -1.95 -0.03
C44 1.75 0.38 1.86
C45 2.54 1.52 1.94
H28 3.76 2.77 3.21
H29 3.30 1.42 5.26
H30 1.80 -0.57 5.13
H31 -1.52 -3.03 4.67
H32 -1.37 -4.32 6.79
H33 0.86 -4.99 7.69
H34 2.93 -4.32 6.47
H35 2.79 -3.00 4.39
H36 -1.22 0.41 3.15
H37 -3.63 0.86 2.69
H38 -5.06 -0.93 1.70
H39 -4.07 -3.14 1.13
H40 -1.67 -3.59 1.59
H41 0.37 -3.46 0.90
H42 3.06 -2.88 2.23
H43 2.17 -4.41 2.21
H44 4.18 -3.89 0.43
H45 2.72 -4.78 -0.12
H46 3.51 -2.02 -0.68
H47 2.45 -3.03 -1.65
H48 0.72 -1.97 -0.61
H49 1.36 0.05 0.89
H50 2.72 2.11 1.04

=====

No. 2
DFT (ωB97M-V/def2-TZVPD) results for 7 unconnected molecules or ions with the total composition C10H36FN13O8PS.

For the total energy, the calculation gives -69544.807 eV. The molar mass is 548.52 g mol⁻¹. Its HOMO energy is -11.29 eV. Its charge is +1.

Atoms and positions in Å:
N1 2.74 -0.63 0.79
C1 2.52 -0.34 -0.63
C2 3.16 0.96 -1.06
C3 2.77 2.17 -0.22
C4 1.27 2.23 0.15
P1 0.21 1.98 -1.27
S1 -1.45 0.61 -0.94
O1 -1.07 -0.70 -1.36
O2 -2.57 1.23 -1.57
F1 -1.62 0.62 0.59
H1 1.95 -1.10 1.22
H2 2.90 0.21 1.33
H3 3.00 -1.13 -1.20
H4 1.45 -0.41 -0.92
H5 4.25 0.85 -1.07
H6 2.91 1.16 -2.11
H7 3.07 3.11 -0.66
H8 3.32 2.10 0.72
H9 1.02 3.23 0.53
H10 1.02 1.51 0.93
H11 0.90 1.43 -2.35
H12 -0.39 3.17 -1.69
C5 6.02 1.43 1.94
O3 5.68 1.95 0.88
N2 5.74 0.13 2.22
N3 6.71 2.11 2.89
H13 6.02 -0.33 3.07
H14 5.25 -0.41 1.52
H15 6.93 3.07 2.70
H16 7.01 1.71 3.76
C6 6.67 -0.03 -2.87
O4 6.21 -0.90 -2.15
N4 7.02 1.20 -2.37
N5 6.88 -0.21 -4.20
H17 7.41 1.94 -2.93
H18 6.88 1.36 -1.39
H19 6.65 -1.11 -4.59
H20 7.27 0.49 -4.81
C7 -5.36 -1.86 -3.07
O5 -6.37 -2.21 -3.63
N6 -5.24 -0.68 -2.39
N7 -4.22 -2.65 -3.06
H21 -4.40 -0.39 -1.93
H22 -6.05 -0.07 -2.36
H23 -4.26 -3.52 -3.55
H24 -3.37 -2.38 -2.61
C8 -4.52 -2.19 3.06
O6 -5.33 -3.06 3.35
N8 -3.59 -1.73 3.95
N9 -4.48 -1.61 1.81
H25 -2.91 -1.03 3.73
H26 -3.60 -2.13 4.87
H27 -5.16 -1.92 1.14
H28 -3.83 -0.90 1.56
C9 -6.79 1.95 -0.09
O7 -6.97 1.28 -1.09
N10 -7.78 2.20 0.81
N11 -5.58 2.52 0.20
H29 -7.66 2.75 1.63
H30 -8.68 1.79 0.62
H31 -4.84 2.38 -0.46
H32 -5.41 3.09 1.01
C10 -0.92 -2.64 1.85
O8 -0.34 -1.60 2.18
N12 -1.13 -2.92 0.54
N13 -1.39 -3.52 2.76
H33 -1.63 -3.72 0.21
H34 -0.77 -2.24 -0.11
H35 -1.26 -3.31 3.73
H36 -1.88 -4.36 2.50

=====

No. 3
DFT (ωB97M-V/def2-TZVPD) results for 2 unconnected molecules or ions with the total composition C5H11NO.

As for the relative energy (zero: lowest compared OMol25 entry of this formula, charge and spin): 106.4 kcal/mol. For the total energy, the calculation gives -8897.083 eV. The molar mass is 101.15 g mol⁻¹. Its HOMO energy (spin up / spin down) is -6.29 / -6.28 eV.

Atoms and positions in Å:
C1 -1.57 -0.11 -1.50
C2 -1.32 -0.81 -0.20
C3 0.82 0.57 0.30
C4 0.93 1.91 0.97
N1 1.39 -0.50 0.93
C5 1.07 -1.74 0.53
O1 0.28 -1.84 -0.45
H1 -1.45 0.97 -1.42
H2 -0.86 -0.48 -2.25
H3 -2.58 -0.33 -1.88
H4 -1.48 -0.24 0.71
H5 -1.77 -1.79 -0.14
H6 0.83 0.52 -0.78
H7 0.18 2.60 0.56
H8 0.72 1.84 2.05
H9 1.91 2.40 0.86
H10 1.86 -0.38 1.82
H11 1.39 -2.58 1.15

=====

No. 4
DFT (ωB97M-V/def2-TZVPD) results for C6H9F in the gas phase.

As for the relative energy (zero: lowest compared OMol25 entry of this formula, charge and spin): 80.5 kcal/mol. For the total energy, the calculation gives -9081.203 eV. The SMILES is C=C/C(=C\C)CF. The molar mass is 100.14 g mol⁻¹. Its HOMO energy is -9.09 eV.

Atoms and positions in Å:
C1 1.06 -0.18 -1.81
C2 0.18 -0.87 -1.00
C3 -0.37 -0.39 0.43
C4 -0.11 0.81 0.94
C5 0.03 2.02 0.26
C6 -0.61 -1.67 1.23
F1 -1.52 -2.46 0.32
H1 1.00 -0.55 -2.89
H2 1.51 0.79 -1.57
H3 -0.38 -1.61 -1.50
H4 -0.27 0.77 2.02
H5 1.23 2.45 -0.12
H6 -0.47 2.77 0.93
H7 -0.59 1.80 -0.89
H8 -1.04 -1.54 2.28
H9 0.35 -2.14 1.37

=====

No. 5
DFT (ωB97M-V/def2-TZVPD) results for a molecular structure, C5H22AgB2NO2.

As for the relative energy (zero: lowest compared OMol25 entry of this formula, charge and spin): 358.4 kcal/mol. For the total energy, the calculation gives -16454.719 eV. The molar mass is 257.73 g mol⁻¹. Its HOMO energy is 3.09 eV. Its charge is -2.

Atoms and positions in Å:
Ag1 -0.25 -0.20 0.78
B1 -2.02 -0.85 0.38
H1 -1.54 -0.51 -0.52
H2 -1.84 -1.89 0.60
H3 -1.78 -0.24 1.24
H4 -3.06 -0.65 0.17
B2 0.45 0.46 2.64
H5 0.44 0.43 3.72
H6 -0.47 0.01 2.31
H7 0.42 1.49 2.33
H8 1.32 -0.08 2.28
C1 1.35 -2.02 0.28
O1 1.00 -1.37 1.44
H9 1.81 -1.24 -0.32
H10 2.06 -2.83 0.43
H11 0.45 -2.36 -0.23
C2 1.43 1.90 -0.68
C3 -0.02 1.82 -0.70
C4 -0.53 0.58 -1.54
O2 0.00 -0.60 -1.10
C5 -0.21 -1.67 -2.05
N1 -0.35 1.58 0.70
H12 1.77 2.83 -0.21
H13 1.75 2.08 -1.71
H14 1.95 1.04 -0.27
H15 -0.47 2.72 -1.11
H16 -0.06 0.75 -2.51
H17 -1.62 0.60 -1.55
H18 -1.17 -2.14 -1.85
H19 0.55 -2.39 -1.75
H20 -0.02 -1.33 -3.07
H21 -1.35 1.71 0.66
H22 0.03 2.37 1.21

=====

No. 6
DFT (ωB97M-V/def2-TZVPD) results for 2 unconnected molecules or ions with the total composition BrH2NO2P.

As for the relative energy (zero: lowest compared OMol25 entry of this formula, charge and spin): 135.1 kcal/mol. For the total energy, the calculation gives -84948.058 eV. The molar mass is 158.90 g mol⁻¹. Its HOMO energy (spin up / spin down) is -4.10 / -4.07 eV. Its charge is -1.

Atoms and positions in Å:
N1 0.10 -1.08 0.07
O1 0.83 0.91 1.35
O2 -1.99 1.59 -0.32
P1 0.25 0.63 0.07
Br1 1.61 0.78 -1.56
H1 -0.57 -1.49 -0.59
H2 -0.23 -1.34 0.98

=====

No. 7
DFT (ωB97M-V/def2-TZVPD) results for 2 unconnected molecules or ions with the total composition C3H9N2O.

The expectation value of S² is 0.754. As for the relative energy (zero: lowest compared OMol25 entry of this formula, charge and spin): 23.6 kcal/mol. For the total energy, the calculation gives -8282.114 eV. The spin multiplicity is 2. The molar mass is 89.12 g mol⁻¹. Its HOMO energy (spin up / spin down) is -9.04 / -9.02 eV.

Atoms and positions in Å:
C1 1.43 -0.82 1.59
O1 0.78 -0.70 0.40
C2 2.84 -0.23 1.57
H1 1.51 -1.90 1.84
H2 0.85 -0.38 2.42
H3 3.37 -0.37 2.51
H4 2.77 0.84 1.37
H5 3.42 -0.68 0.76
N1 -2.48 0.62 -2.25
C3 -1.56 0.28 -1.28
N2 -1.32 0.99 -0.26
H6 -3.15 1.32 -1.96
H7 -2.84 -0.16 -2.78
H8 -1.01 -0.63 -1.54
H9 -0.70 0.42 0.33

=====

No. 8
DFT (ωB97M-V/def2-TZVPD) results for a gas-phase ion, C10H10FN4 (charge +1).

As for the relative energy (zero: lowest compared OMol25 entry of this formula, charge and spin): 13.4 kcal/mol. For the total energy, the calculation gives -19199.983 eV. The SMILES is C[C@H]1CC(F)=CC([n+]2cnc[nH]2)=C1C#N. The molar mass is 205.22 g mol⁻¹. Its HOMO energy is -12.98 eV. Its charge is +1.

Atoms and positions in Å:
C1 -2.13 1.15 -1.27
C2 -1.74 0.97 0.23
C3 -2.34 -0.28 0.86
C4 -1.71 -1.55 0.29
F1 -2.40 -2.66 0.17
C5 -0.44 -1.53 -0.13
C6 0.36 -0.29 0.12
N1 1.68 -0.52 0.04
C7 2.45 -1.66 -0.42
N2 3.70 -1.32 -0.32
C8 3.81 -0.12 0.21
N3 2.58 0.40 0.29
C9 -0.19 0.93 0.31
C10 0.48 2.08 0.64
N4 1.07 2.99 1.03
H1 -2.32 2.25 -1.57
H2 -2.89 0.47 -1.56
H3 -1.31 0.92 -1.78
H4 -2.13 1.82 0.83
H5 -3.47 -0.44 0.75
H6 -2.15 -0.46 2.00
H7 0.06 -2.46 -0.57
H8 1.90 -2.50 -0.83
H9 4.72 0.33 0.40
H10 2.43 1.46 0.28

=====

No. 9
DFT (ωB97M-V/def2-TZVPD) results for C17H25FINO4S in the gas phase.

For the total energy, the calculation gives -49359.757 eV. The molar mass is 485.36 g mol⁻¹. Its HOMO energy is -8.88 eV.

Atoms and positions in Å:
C1 4.45 -0.16 2.18
O1 3.33 0.59 2.70
C2 2.90 1.60 1.74
C3 1.48 1.15 1.02
N1 1.25 -0.26 1.52
C4 1.59 1.14 -0.58
C5 2.91 0.45 -1.18
C6 2.58 -0.94 -1.97
C7 2.25 -0.72 -3.53
I1 4.50 -2.06 -1.92
O2 0.45 0.51 -1.26
S1 -0.77 1.62 -1.62
O3 -0.22 2.44 -2.77
O4 -1.01 2.73 -0.38
C8 -1.06 2.12 0.94
C9 -1.82 0.70 1.00
C10 -3.36 0.78 0.47
C11 -3.83 -0.72 0.10
C12 -3.02 -1.67 -0.82
C13 -3.42 -3.12 -1.18
C14 -4.75 -3.67 -0.57
C15 -5.63 -2.75 0.33
C16 -5.19 -1.28 0.67
C17 0.38 2.15 1.63
F1 0.19 2.02 3.05
H1 4.08 -0.98 1.45
H2 5.07 -0.70 2.97
H3 5.19 0.48 1.57
H4 2.70 2.54 2.39
H5 3.70 1.89 0.99
H6 1.17 -0.92 0.74
H7 0.45 -0.29 2.16
H8 1.62 2.25 -0.92
H9 3.71 0.18 -0.42
H10 3.31 1.16 -1.99
H11 1.85 -1.61 -1.41
H12 3.23 -0.89 -4.11
H13 1.89 0.33 -3.80
H14 1.54 -1.55 -3.90
H15 -1.72 2.83 1.58
H16 -1.92 0.45 2.13
H17 -1.24 -0.17 0.54
H18 -4.01 1.26 1.29
H19 -3.36 1.44 -0.46
H20 -2.03 -1.26 -1.24
H21 -2.72 -3.73 -1.84
H22 -5.01 -4.75 -0.83
H23 -6.60 -3.19 0.75
H24 -5.86 -0.64 1.33
H25 0.80 3.22 1.47

=====

No. 10
DFT (ωB97M-V/def2-TZVPD) results for 2 unconnected molecules or ions with the total composition CH3O4S.

As for the relative energy (zero: lowest compared OMol25 entry of this formula, charge and spin): 29.6 kcal/mol. For the total energy, the calculation gives -20111.341 eV. The molar mass is 111.10 g mol⁻¹. Its HOMO energy is -4.26 eV. Its charge is -1.

Atoms and positions in Å:
C1 -1.45 -0.50 -1.42
O1 2.25 0.48 -0.03
O2 0.22 -0.17 1.18
O3 1.41 2.11 1.58
O4 -1.50 -1.14 -2.43
S1 1.82 0.73 1.35
H1 -0.53 -0.11 -0.89
H2 -2.41 -0.33 -0.87
H3 0.19 -1.07 1.52

=====

No. 11
DFT (ωB97M-V/def2-TZVPD) results for a molecular structure, C17H18AuF6N4O5Sb.

The expectation value of S² is 0.753. As for the relative energy (zero: lowest compared OMol25 entry of this formula, charge and spin): 0.0 kcal/mol. For the total energy, the calculation gives -60651.369 eV. The spin multiplicity is 2. The molar mass is 791.07 g mol⁻¹. Its HOMO energy (spin up / spin down) is -10.74 / -10.74 eV. Its charge is +1.

Atoms and positions in Å:
Au1 0.64 -0.35 1.34
N1 1.61 -0.87 5.32
C1 0.26 -1.06 5.55
C2 -0.36 -0.92 4.35
N2 0.59 -0.64 3.42
C3 1.77 -0.62 4.02
C4 2.94 -0.37 3.19
N3 2.75 -0.20 1.89
C5 3.98 0.00 1.32
C6 4.92 -0.04 2.30
N4 4.24 -0.28 3.48
H1 2.32 -0.92 6.03
H2 -0.12 -1.29 6.53
H3 -1.40 -1.02 4.09
H4 4.10 0.16 0.27
H5 5.99 0.07 2.28
H6 4.67 -0.36 4.39
F1 -1.58 -0.48 1.04
Sb1 -2.39 -2.31 0.93
F2 -3.89 -1.49 0.21
F3 -1.56 -2.38 -0.75
F4 -3.05 -4.05 0.88
F5 -0.73 -2.84 1.70
F6 -2.99 -1.95 2.68
O1 -1.06 0.94 -1.29
C7 -0.07 0.13 -1.60
O2 0.75 -0.29 -0.76
C8 0.02 -0.25 -3.00
C9 0.75 -1.38 -3.33
C10 0.84 -1.82 -4.65
C11 0.19 -1.06 -5.59
O3 0.13 -1.28 -6.92
C12 -0.65 -0.20 -7.48
O4 -1.09 0.61 -6.39
C13 -0.54 0.07 -5.26
C14 -0.66 0.51 -3.98
H7 1.22 -1.95 -2.54
H8 1.38 -2.71 -4.92
H9 -1.51 -0.62 -8.00
H10 -0.02 0.38 -8.15
H11 -1.25 1.38 -3.72
C15 -1.34 3.94 0.46
C16 -1.51 2.75 1.36
C17 -2.91 2.31 1.68
O5 -0.54 2.20 1.84
H12 -2.08 3.95 -0.34
H13 -0.33 3.99 0.07
H14 -1.52 4.85 1.05
H15 -1.11 1.08 -0.32
H16 -3.30 2.96 2.47
H17 -2.92 1.29 2.05
H18 -3.58 2.42 0.82

=====

No. 12
DFT (ωB97M-V/def2-TZVPD) results for 3 unconnected molecules or ions with the total composition CHBr2O2P.

As for the relative energy (zero: lowest compared OMol25 entry of this formula, charge and spin): 57.1 kcal/mol. For the total energy, the calculation gives -154520.689 eV. The molar mass is 235.80 g mol⁻¹. Its HOMO energy (spin up / spin down) is -8.34 / -8.32 eV.

Atoms and positions in Å:
C1 0.62 1.20 0.98
O1 1.76 1.03 1.05
O2 -0.49 1.39 0.89
P1 1.91 0.43 -1.62
Br1 2.15 -1.39 -2.77
Br2 -2.85 -1.78 0.16
H1 -3.11 -0.87 1.31

=====

> total energy of number 6 (BrH2NO2P)?

-84948.058 eV